Entry 1:
# C18H24As2N2O3RhS2

A structure of composition C18H24As2N2O3RhS2 (ωB97M-V with the def2-TZVPD basis set, the Open Molecules 2025 dataset).

Multiplicity: 1
Net charge: +1
E_LUMO, Eh: -0.0998
Relative energy (zero: lowest compared OMol25 entry of this formula, charge and spin), kcal/mol: 0.0

The geometry in XYZ format:
```
52
Properties=species:S:1:pos:R:3:forces:R:3
Rh 0.3619 -0.5071 0.2761 -0.20 0.44 -0.01
C 3.9469 -0.5159 -0.7543 -0.02 -0.01 -0.01
As 2.6755 -0.2838 0.6779 0.06 -0.08 0.06
C 3.3602 -1.3665 2.1203 -0.02 0.06 -0.01
C 2.8990 1.5555 1.2503 -0.04 0.01 -0.04
C 3.9813 1.9639 2.0187 0.03 0.01 0.01
C 4.0925 3.2916 2.4092 0.00 -0.02 -0.01
C 3.1281 4.2127 2.0281 -0.02 0.01 -0.01
C 2.0483 3.8113 1.2534 0.00 0.03 0.00
C 1.9294 2.4836 0.8663 0.03 -0.07 -0.05
As 0.4668 1.8350 -0.2227 0.08 0.03 0.06
C -1.0862 2.8745 0.2600 0.04 -0.05 0.11
C 0.9128 2.4337 -2.0078 -0.01 -0.03 0.01
H 4.9447 -0.2629 -0.3990 0.00 -0.01 0.01
H 3.6760 0.1338 -1.5846 0.00 -0.02 0.01
H 3.9189 -1.5506 -1.0908 0.01 0.00 -0.01
H 4.4040 -1.1287 2.3179 -0.01 0.01 0.00
H 3.2732 -2.4129 1.8342 -0.02 0.01 0.00
H 2.7568 -1.1797 3.0067 0.00 -0.02 0.00
H 4.7393 1.2537 2.3262 0.00 0.00 0.00
H 4.9317 3.6060 3.0149 0.00 0.00 0.00
H 3.2153 5.2459 2.3361 0.00 0.00 0.00
H 1.2989 4.5380 0.9625 0.00 0.00 0.00
H -0.9927 3.8944 -0.1080 0.01 -0.01 -0.02
H -1.1804 2.8824 1.3455 -0.01 -0.03 -0.02
H -1.9625 2.3986 -0.1757 0.00 0.01 -0.02
H 1.1147 3.5038 -1.9873 -0.02 0.00 0.00
H 0.0815 2.2288 -2.6802 0.00 -0.02 0.00
H 1.7989 1.9065 -2.3586 -0.03 -0.01 0.01
O -1.7252 -0.3765 0.2894 0.14 -0.35 -0.25
N -2.2123 -0.2405 1.4625 -0.04 0.11 0.14
N -1.3872 -0.0725 2.3992 0.00 -0.01 -0.10
O -0.0603 0.0139 2.2176 -0.05 -0.05 0.02
C -1.8758 0.0979 3.7434 0.02 0.02 0.11
C -3.1849 -0.2452 4.0546 0.01 -0.01 -0.05
C -3.6285 -0.0577 5.3519 0.01 0.00 0.01
C -2.7763 0.4557 6.3213 -0.01 0.00 0.00
C -1.4713 0.7837 5.9915 0.00 0.00 0.00
C -1.0086 0.6062 4.6958 0.02 0.01 -0.04
H -3.8369 -0.6507 3.2959 -0.01 0.00 0.00
H -4.6453 -0.3221 5.6076 0.00 0.00 0.00
H -3.1303 0.5945 7.3335 0.00 0.00 0.00
H -0.8043 1.1810 6.7444 0.00 0.00 0.00
H 0.0050 0.8573 4.4225 0.00 -0.01 0.00
C 0.4647 -5.3037 -1.2057 -0.05 -0.02 0.01
O 0.5686 -4.0095 -1.8382 0.06 -0.07 -0.07
C 0.5060 -2.9373 -1.1095 -0.01 0.07 0.06
S 0.3229 -2.8851 0.5731 0.00 -0.05 0.03
S 0.6269 -1.4197 -1.8609 0.00 0.09 0.07
H 0.8870 -6.0063 -1.9150 -0.03 0.01 -0.02
H -0.5850 -5.5243 -1.0239 0.01 0.01 0.03
H 1.0244 -5.3173 -0.2729 0.02 0.00 -0.01
```
Forces are in eV/Å.

Charge distribution, Mulliken scheme, values in e: atom 1 (Rh): 0.23, atom 2 (C): -1.16, atom 3 (As): 1.07, atom 4 (C): -1.28, atom 5 (C): 0.11, atom 6 (C): -0.76, atom 7 (C): -0.73, atom 8 (C): -0.66, atom 9 (C): -0.55, atom 10 (C): 0.09, atom 11 (As): 1.07, atom 12 (C): -1.36, atom 13 (C): -1.19, atom 14 (H): 0.43, atom 15 (H): 0.34, atom 16 (H): 0.42, atom 17 (H): 0.47, atom 18 (H): 0.41, atom 19 (H): 0.35, atom 20 (H): 0.35, atom 21 (H): 0.41, atom 22 (H): 0.41, atom 23 (H): 0.40, atom 24 (H): 0.49, atom 25 (H): 0.34, atom 26 (H): 0.43, atom 27 (H): 0.44, atom 28 (H): 0.43, atom 29 (H): 0.30, atom 30 (O): -0.47, atom 31 (N): -0.32, atom 32 (N): 1.01, atom 33 (O): -0.62, atom 34 (C): 0.19, atom 35 (C): -0.33, atom 36 (C): -0.53, atom 37 (C): -0.50, atom 38 (C): -0.62, atom 39 (C): -0.29, atom 40 (H): 0.46, atom 41 (H): 0.39, atom 42 (H): 0.40, atom 43 (H): 0.38, atom 44 (H): 0.43, atom 45 (C): -0.73, atom 46 (O): -0.28, atom 47 (C): 0.75, atom 48 (S): -0.31, atom 49 (S): -0.29, atom 50 (H): 0.25, atom 51 (H): 0.34, atom 52 (H): 0.38

Entry 2:
# C18H24BN11OsP

A structure of composition C18H24BN11OsP (ωB97M-V with the def2-TZVPD basis set, the Open Molecules 2025 dataset).

Multiplicity: 6
Net charge: +4
E_LUMO (spin up / spin down), Eh: -0.4994 / -0.5432

The geometry in XYZ format:
```
56
Properties=species:S:1:pos:R:3:forces:R:3
Os 0.4924 -0.5379 0.2399 -0.10 0.14 0.09
C -0.9111 -3.8690 -2.0997 0.00 -0.01 0.00
C -0.6824 -3.2843 -0.8694 0.00 0.02 0.00
N -0.2279 -2.0260 -1.0395 0.05 0.04 0.05
N -0.1549 -1.7921 -2.3792 -0.01 -0.02 -0.03
C -0.5673 -2.8985 -3.0232 -0.01 0.00 -0.03
B 0.3611 -0.4290 -2.8941 -0.03 -0.02 0.05
N 1.8187 -0.1764 -2.4458 0.06 0.07 -0.05
C 2.9371 0.2555 -3.0615 -0.07 -0.02 -0.01
C 3.9466 0.4114 -2.1310 0.05 -0.01 0.02
C 3.3697 0.0728 -0.9224 -0.01 0.03 0.01
N 2.0804 -0.2751 -1.1100 -0.01 -0.02 0.00
N -0.4990 0.6888 -2.1881 -0.01 0.04 -0.06
C -1.2115 1.7153 -2.6498 -0.02 -0.01 0.01
C -1.7173 2.4652 -1.5834 -0.01 0.02 -0.01
C -1.2632 1.8345 -0.4622 -0.01 -0.02 0.02
N -0.5126 0.7515 -0.8103 0.08 -0.11 0.06
N 0.2261 -0.4275 -4.4414 -0.01 0.01 0.14
C 1.0127 -0.9277 -5.3540 -0.08 0.03 -0.13
C 0.3273 -0.8299 -6.6250 0.02 0.00 0.06
C -0.9377 -0.2439 -6.2871 0.01 0.00 0.04
N -1.0192 -0.0129 -5.0155 0.07 -0.02 -0.06
H -1.2825 -4.8603 -2.2997 0.00 0.00 0.00
H -0.8279 -3.6982 0.1164 0.00 0.01 0.01
H -0.6098 -2.9502 -4.0990 0.00 0.01 0.01
H 2.9725 0.4490 -4.1210 -0.01 0.00 0.00
H 4.9597 0.7301 -2.3126 0.00 -0.01 0.00
H 3.8130 0.0643 0.0617 -0.01 0.00 0.00
H -1.3511 1.8677 -3.7063 0.01 0.00 0.00
H -2.3346 3.3461 -1.6483 0.00 0.00 0.00
H -1.4278 2.0777 0.5727 0.01 0.00 -0.01
H 1.9833 -1.3590 -5.1518 0.00 0.00 -0.01
H 0.6987 -1.1388 -7.5932 0.01 0.00 0.01
H -1.7567 -0.0046 -6.9519 0.00 0.00 0.00
C -1.1855 -0.4266 5.4665 0.04 0.02 -0.02
N 0.2024 -0.1217 5.1151 -0.02 -0.02 -0.04
C 0.5859 1.2789 5.3814 0.03 0.01 -0.01
N -0.1838 2.1412 4.4915 -0.06 0.00 0.04
C -1.5989 1.8698 4.7352 0.02 0.02 -0.01
N -1.8790 0.4391 4.5153 -0.01 0.02 -0.01
C -1.8754 0.0159 3.1366 0.03 0.03 0.03
P -0.1361 0.2711 2.4715 0.04 -0.07 -0.17
C 0.6937 -0.6716 3.8771 -0.03 -0.02 0.05
C 0.1876 2.0150 3.0999 0.03 -0.03 -0.02
H -1.3961 -0.1265 6.4901 -0.01 0.01 0.00
H -1.4246 -1.4768 5.3152 0.01 0.00 -0.01
H 1.6556 1.3995 5.2163 0.00 -0.02 -0.01
H 0.3552 1.5152 6.4187 -0.01 0.00 0.00
H -2.2255 2.4632 4.0707 -0.01 0.00 0.00
H -1.8437 2.1191 5.7667 -0.01 0.00 0.00
H -2.5818 0.6227 2.5654 -0.01 0.00 0.01
H -2.1660 -1.0314 3.0481 0.00 -0.01 0.00
H 1.7759 -0.5315 3.8234 0.00 0.01 0.00
H 0.4660 -1.7367 3.8125 -0.01 0.00 0.01
H -0.3765 2.7342 2.5038 -0.02 -0.02 -0.03
H 1.2453 2.2493 2.9646 0.01 -0.03 0.00
```
Forces are in eV/Å.

Charge distribution, Mulliken scheme, values in e: atom 1 (Os): 0.98, atom 2 (C): -1.09, atom 3 (C): -0.10, atom 4 (N): -1.12, atom 5 (N): 1.06, atom 6 (C): 0.05, atom 7 (B): -0.05, atom 8 (N): 0.97, atom 9 (C): -0.02, atom 10 (C): -1.08, atom 11 (C): -0.12, atom 12 (N): -1.06, atom 13 (N): 0.38, atom 14 (C): 0.21, atom 15 (C): -1.35, atom 16 (C): 0.00, atom 17 (N): -0.58, atom 18 (N): 0.21, atom 19 (C): 0.08, atom 20 (C): -0.73, atom 21 (C): -0.16, atom 22 (N): -0.69, atom 23 (H): 0.48, atom 24 (H): 0.46, atom 25 (H): 0.45, atom 26 (H): 0.65, atom 27 (H): 0.48, atom 28 (H): 0.46, atom 29 (H): 0.62, atom 30 (H): 0.47, atom 31 (H): 0.48, atom 32 (H): 0.70, atom 33 (H): 0.48, atom 34 (H): 0.53, atom 35 (C): -0.60, atom 36 (N): 0.30, atom 37 (C): -0.79, atom 38 (N): 0.17, atom 39 (C): -0.85, atom 40 (N): 0.28, atom 41 (C): -0.74, atom 42 (P): 1.13, atom 43 (C): -0.89, atom 44 (C): -0.77, atom 45 (H): 0.29, atom 46 (H): 0.32, atom 47 (H): 0.36, atom 48 (H): 0.33, atom 49 (H): 0.37, atom 50 (H): 0.33, atom 51 (H): 0.39, atom 52 (H): 0.46, atom 53 (H): 0.47, atom 54 (H): 0.48, atom 55 (H): 0.44, atom 56 (H): 0.48

Q: What is the multiplicity in the first record?
A: 1